[1]
Computed, not measured: a molecular structure, C32H36CoN6O2S2, with the ωB97M-V functional and the def2-TZVPD basis.

Electronic energy ... -3898.68311 hartree
Relative energy (zero: lowest compared OMol25 entry of this formula, charge and spin) ... 0.0 kcal per mole
HOMO-LUMO gap (spin up / spin down) ... 7.03 / 6.44 eV
Total charge ... +2
<S²> ... 3.8284
Highest occupied orbital energy (spin up / spin down) ... -12.48 / -13.14 eV
2S+1 ... 4

Each line ends with the Mulliken charge.
Element x y z (Å)
Co (-0.4027, -1.3363, 0.7081)  -1.28
C (0.7819, 4.4751, 4.8305)  -1.64
C (0.4045, 3.6155, 3.6705)  -0.40
C (0.1037, 4.1577, 2.4110)  -0.71
C (-0.2166, 3.3911, 1.3233)  0.15
C (-0.4997, 4.0935, 0.0739)  -1.49
N (-0.6699, 3.4852, -1.0308)  0.20
C (-0.9326, 4.1482, -2.2942)  -1.07
C (-0.5739, 3.2024, -3.4413)  -0.80
C (-1.4605, 1.9423, -3.5397)  -0.83
N (-0.8496, 0.6946, -3.0584)  0.39
C (-0.3496, -0.2214, -3.8254)  0.07
C (0.2043, -1.4683, -3.4079)  0.16
C (0.8439, -2.2554, -4.3808)  -0.72
C (1.4066, -3.4833, -4.0944)  -0.11
C (2.0820, -4.3208, -5.1450)  -1.65
C (1.2862, -3.9361, -2.7815)  -0.47
C (0.6666, -3.2059, -1.7691)  0.66
C (0.4960, -3.8299, -0.4760)  -0.39
N (0.0778, -3.2655, 0.5981)  0.21
C (-0.1719, -4.1325, 1.7572)  -0.83
C (0.2534, -3.5105, 3.0768)  -0.77
C (-0.6000, -2.3303, 3.5136)  -0.82
N (-0.4042, -1.1505, 2.6662)  0.40
C (-0.2052, -0.0359, 3.2761)  -0.14
C (-0.0307, 1.3471, 2.8215)  -0.58
C (0.2817, 2.2185, 3.8308)  -0.86
C (-0.2338, 1.8620, 1.3972)  3.97
O (0.6912, 1.3421, -0.8551)  -0.60
C (0.1029, -1.9347, -2.0610)  0.47
O (-0.5287, -1.2326, -1.1930)  0.10
H (0.8987, 5.5166, 4.5389)  0.41
H (1.7195, 4.1362, 5.2760)  0.38
H (0.0212, 4.4251, 5.6139)  0.37
H (0.1261, 5.2370, 2.2986)  0.42
H (-0.5566, 5.1842, 0.1515)  0.48
H (0.1167, 2.1453, -1.0203)  0.47
H (-0.3677, 5.0802, -2.3833)  0.49
H (-1.9954, 4.4067, -2.3456)  0.40
H (0.4748, 2.9084, -3.3553)  0.43
H (-0.6615, 3.7533, -4.3781)  0.44
H (-1.7500, 1.7675, -4.5746)  0.55
H (-2.3813, 2.0758, -2.9691)  0.36
H (-0.7746, 0.5123, -2.0538)  -0.46
H (-0.3552, -0.0092, -4.8918)  0.49
H (0.8999, -1.8737, -5.3954)  0.44
H (2.2560, -3.7474, -6.0537)  0.38
H (1.4706, -5.1853, -5.4082)  0.34
H (3.0453, -4.6907, -4.7942)  0.38
H (1.6875, -4.9144, -2.5332)  0.54
H (0.7265, -4.8970, -0.4416)  0.39
H (0.3282, -5.0935, 1.6159)  0.58
H (-1.2473, -4.3345, 1.7910)  0.25
H (1.3074, -3.2257, 3.0554)  0.15
H (0.1601, -4.2832, 3.8424)  0.42
H (-0.3714, -2.0763, 4.5507)  0.50
H (-1.6593, -2.6036, 3.4722)  0.28
H (-0.1520, -0.0914, 4.3643)  0.28
H (0.4248, 1.8242, 4.8320)  0.58
C (3.0786, -1.6801, 1.2493)  -1.13
C (2.4933, -0.3298, 1.0401)  0.50
N (1.2630, -0.0851, 0.7949)  0.56
C (0.9834, 1.3183, 0.5094)  -0.20
C (2.2337, 2.0853, 0.8412)  -0.91
S (3.5565, 1.0638, 1.1190)  -0.27
C (-1.6080, 1.3901, 0.9569)  -0.86
C (-2.7523, 2.1213, 0.9260)  0.25
S (-4.0718, 1.1367, 0.4822)  -0.24
C (-3.0493, -0.2205, 0.3880)  0.61
N (-1.8000, 0.0663, 0.6715)  0.81
C (-3.5293, -1.5876, 0.0352)  -1.22
H (2.3157, -2.4411, 1.1247)  -0.04
H (3.5220, -1.7549, 2.2437)  0.37
H (3.8768, -1.8493, 0.5247)  0.44
H (2.3617, 3.1460, 0.7021)  0.48
H (-2.8868, 3.1676, 1.1400)  0.55
H (-4.6112, -1.6133, -0.0738)  0.57
H (-3.2505, -2.2954, 0.8186)  0.15
H (-3.0695, -1.9106, -0.8995)  0.20


[2]
Computed, not measured: C32H36N2O7 in the gas phase, with the ωB97M-V functional and the def2-TZVPD basis.

Electronic energy ... -1877.22571 hartree
SMILES string ... COC(=O)c1ccc([C@H](NC(=O)OCc2ccccc2)/C(C)=C/[C@@H](C)C(=O)NCc2ccc(OC)c(OC)c2)cc1
Relative energy (zero: lowest compared OMol25 entry of this formula, charge and spin) ... 64.5 kcal per mole
HOMO-LUMO gap ... 8.59 eV
Total charge ... 0
Highest occupied orbital energy ... -8.04 eV
2S+1 ... 1

Each line ends with the Mulliken charge.
Element x y z (Å)
C (-3.7149, -0.9018, 2.9221)  -0.70
O (-2.7732, -0.7830, 1.8631)  -0.28
C (-2.2597, 0.4353, 1.6631)  0.28
O (-2.5895, 1.4082, 2.3027)  -0.71
C (-1.2556, 0.4704, 0.5756)  0.52
C (-0.6617, 1.6917, 0.2665)  -0.43
C (0.2853, 1.7727, -0.7349)  -0.38
C (0.6561, 0.6338, -1.4394)  0.44
C (1.6011, 0.7424, -2.6237)  0.08
N (0.7706, 0.8696, -3.8129)  -0.11
C (0.2062, 2.0784, -4.0766)  0.50
O (0.6351, 3.1403, -3.7048)  -0.64
O (-0.8925, 1.9244, -4.8527)  -0.44
C (-1.6673, 3.1095, -5.0149)  -0.88
C (-2.2355, 3.5814, -3.6990)  0.68
C (-2.6368, 2.6575, -2.7425)  -0.09
C (-3.1292, 3.0813, -1.5216)  -0.50
C (-3.2322, 4.4341, -1.2481)  -0.57
C (-2.8421, 5.3597, -2.2009)  -0.51
C (-2.3417, 4.9362, -3.4194)  -0.69
C (2.5479, -0.4385, -2.6840)  -0.44
C (2.5923, -1.2473, -3.9415)  -2.17
C (3.2553, -0.7179, -1.5920)  -0.05
C (4.0453, -1.9714, -1.3482)  0.64
C (5.2780, -1.7389, -0.4821)  -1.95
C (2.9615, -2.8744, -0.7457)  0.34
O (2.2104, -3.5189, -1.4510)  -0.70
N (2.8426, -2.8250, 0.5945)  -0.10
C (1.7362, -3.4240, 1.2984)  -1.12
C (1.0262, -2.4669, 2.2238)  0.04
C (1.2326, -1.1032, 2.2010)  -0.15
C (0.5684, -0.2695, 3.0937)  -0.65
C (-0.3246, -0.7870, 4.0124)  0.91
O (-1.0178, -0.0721, 4.9379)  -0.45
C (-0.8329, 1.3244, 4.9897)  -0.84
C (-0.5671, -2.1809, 4.0201)  0.90
O (-1.4878, -2.6070, 4.9310)  -0.43
C (-1.7927, -3.9777, 4.9800)  -1.01
C (0.1155, -2.9953, 3.1397)  -0.81
C (0.0607, -0.5865, -1.1298)  -0.75
C (-0.8854, -0.6722, -0.1284)  -0.80
H (-4.4266, -0.0744, 2.8893)  0.28
H (-4.2225, -1.8518, 2.7733)  0.26
H (-3.2001, -0.8923, 3.8851)  0.26
H (-0.9607, 2.5705, 0.8175)  0.57
H (0.7280, 2.7242, -0.9876)  0.49
H (2.1637, 1.6812, -2.5549)  0.64
H (0.2028, 0.0663, -4.0433)  0.34
H (-1.0494, 3.8959, -5.4612)  0.39
H (-2.4624, 2.8282, -5.7114)  0.32
H (-2.5528, 1.6003, -2.9522)  0.40
H (-3.4282, 2.3544, -0.7810)  0.49
H (-3.6115, 4.7639, -0.2925)  0.43
H (-2.9176, 6.4166, -1.9911)  0.39
H (-2.0232, 5.6600, -4.1551)  0.36
H (1.9044, -2.0900, -3.8729)  0.24
H (2.3206, -0.6356, -4.7976)  0.49
H (3.5883, -1.6512, -4.1037)  0.50
H (3.1602, -0.0683, -0.7302)  0.24
H (4.3420, -2.4309, -2.2929)  0.63
H (5.6916, -2.6838, -0.1354)  0.43
H (5.0569, -1.1094, 0.3784)  0.37
H (6.0386, -1.2292, -1.0699)  0.45
H (3.4973, -2.2930, 1.1426)  0.30
H (1.0478, -3.7906, 0.5287)  0.40
H (2.0857, -4.2907, 1.8758)  0.48
H (1.8995, -0.6584, 1.4787)  -0.05
H (0.7509, 0.7919, 3.0487)  0.31
H (0.2166, 1.5841, 5.1606)  0.36
H (-1.4306, 1.6630, 5.8343)  0.26
H (-1.1932, 1.8072, 4.0770)  0.26
H (-0.9175, -4.5770, 5.2521)  0.36
H (-2.1947, -4.3353, 4.0261)  0.37
H (-2.5525, -4.0816, 5.7531)  0.25
H (-0.0497, -4.0613, 3.1421)  0.54
H (0.3528, -1.4768, -1.6669)  0.55
H (-1.3417, -1.6182, 0.1151)  0.63


[3]
Computed, not measured: a gas-phase ion, C32H36N3O2 (charge +1), with the ωB97M-V functional and the def2-TZVPD basis.

Electronic energy ... -1555.44112 hartree
SMILES string ... CC(C)n1n[n+](C(C)C)c(-c2ccccc2)c1CC(c1ccc2c(c1)CCO2)c1ccc2c(c1)CCO2
Relative energy (zero: lowest compared OMol25 entry of this formula, charge and spin) ... 0.0 kcal per mole
HOMO-LUMO gap ... 7.21 eV
Total charge ... +1
Highest occupied orbital energy ... -10.14 eV
2S+1 ... 1

Each line ends with the Mulliken charge.
Element x y z (Å)
C (4.1413, -1.6613, -0.1004)  -1.35
C (3.4482, -0.3603, 0.2365)  0.39
C (4.3177, 0.4415, 1.1718)  -1.36
N (2.1876, -0.6174, 0.9562)  0.75
N (2.3807, -0.9209, 2.2494)  -0.94
N (1.2035, -1.3794, 2.6797)  0.83
C (1.0659, -1.5647, 4.1648)  0.36
C (1.2727, -0.1952, 4.8012)  -1.18
C (2.1420, -2.5464, 4.6008)  -1.23
C (0.2592, -1.3793, 1.6888)  0.22
C (-1.1148, -1.8794, 1.9494)  -0.33
C (-1.2900, -3.2581, 2.2413)  -0.18
C (-2.5557, -3.7465, 2.5752)  -0.70
C (-3.6388, -2.8735, 2.6548)  -0.46
C (-3.4930, -1.5209, 2.3507)  -0.78
C (-2.2382, -1.0099, 1.9881)  -0.21
C (0.8634, -0.7240, 0.6068)  0.02
C (0.2575, -0.4295, -0.7700)  -0.99
C (-0.1543, 0.8204, -1.6969)  1.08
C (-1.1473, 1.7812, -1.0967)  -0.11
C (-2.2380, 2.4517, -1.7276)  -0.28
C (-3.0731, 3.3061, -1.0145)  -1.42
C (-2.7784, 3.5212, 0.3353)  0.09
C (-1.6027, 2.9965, 0.9277)  0.48
C (-0.8582, 2.0593, 0.2255)  -0.71
C (-1.5422, 3.4739, 2.3370)  -0.43
C (-2.8107, 4.3054, 2.4863)  -0.46
O (-3.5386, 4.2818, 1.1757)  -0.55
C (-0.4851, 0.5141, -3.1770)  0.07
C (-1.8006, 0.2894, -3.6822)  -0.31
C (-2.0448, 0.2090, -5.0501)  -1.52
C (-0.9333, 0.0394, -5.8888)  0.21
C (0.3928, 0.1887, -5.4091)  0.51
C (0.5896, 0.3887, -4.0436)  -0.39
C (1.3288, -0.1623, -6.5252)  -0.69
C (0.3918, -0.5076, -7.6797)  -0.31
O (-1.0154, -0.3753, -7.1900)  -0.51
H (5.0734, -1.4566, -0.6447)  0.44
H (4.4026, -2.2141, 0.8126)  0.32
H (3.5114, -2.3002, -0.7257)  0.36
H (3.1740, 0.1934, -0.6594)  0.15
H (5.3214, 0.5907, 0.7581)  0.45
H (3.9049, 1.4358, 1.3735)  0.35
H (4.4309, -0.0832, 2.1291)  0.30
H (0.0576, -1.9560, 4.3360)  0.21
H (1.3353, -0.3141, 5.8907)  0.43
H (2.2123, 0.2433, 4.4282)  0.33
H (0.4262, 0.4646, 4.5589)  0.20
H (2.1888, -2.5508, 5.6985)  0.41
H (1.8924, -3.5590, 4.2589)  0.33
H (3.1190, -2.2363, 4.2011)  0.29
H (-0.4184, -3.9081, 2.1520)  0.45
H (-2.6595, -4.8039, 2.7778)  0.42
H (-4.6126, -3.2685, 2.9369)  0.39
H (-4.3385, -0.8473, 2.3953)  0.46
H (-2.0941, 0.0420, 1.7329)  0.53
H (-0.8054, -0.7822, -0.7252)  0.16
H (0.8954, -0.8852, -1.5399)  0.68
H (0.8502, 1.3463, -1.6946)  0.48
H (-2.4479, 2.3663, -2.7913)  0.69
H (-3.9578, 3.7721, -1.4451)  0.44
H (0.0041, 1.5859, 0.7066)  0.61
H (-0.6402, 4.0749, 2.4940)  0.29
H (-1.4908, 2.6323, 3.0372)  -0.02
H (-3.4816, 3.8867, 3.2361)  0.35
H (-2.5874, 5.3519, 2.6891)  0.26
H (-2.6836, 0.3365, -3.0252)  0.83
H (-3.0405, 0.1157, -5.4918)  0.38
H (1.6167, 0.4636, -3.6526)  0.35
H (1.9924, 0.6674, -6.7860)  0.29
H (1.9558, -1.0136, -6.2397)  0.24
H (0.5142, -1.5366, -8.0209)  0.29
H (0.4897, 0.1901, -8.5128)  0.27


- Among the records above, which one has the highest total charge?
  C32H36CoN6O2S2


- The highest relative energy (zero: lowest compared OMol25 entry of this formula, charge and spin) belongs to which entry?
  C32H36N2O7